(1)
Formula: C33H38Cl2F4O6
Source: the OMol25 dataset
Level of theory: ωB97M-V/def2-TZVPD

Geometry as XYZ:
```
83
Properties=species:S:1:pos:R:3:forces:R:3
C 0.228 -1.803 -0.533 -0.80 -0.12 -0.34
Cl 0.599 -3.166 0.497 -0.04 -0.15 0.06
Cl 1.667 -1.175 -1.319 0.89 0.56 -0.21
H -0.394 -2.098 -1.378 -0.19 -0.13 0.56
H -0.245 -1.020 0.060 0.17 -0.09 -0.15
C -1.956 -1.740 3.078 -1.45 0.94 0.10
C -3.331 -1.019 3.111 -0.21 -0.53 -1.20
O -3.254 0.041 2.091 0.60 0.31 1.02
C -4.338 0.758 1.810 -1.57 -1.26 -0.16
O -5.460 0.546 2.223 1.02 0.60 0.01
O -4.004 1.597 0.827 0.68 0.21 0.27
C -4.827 2.646 0.397 -1.60 0.72 -1.22
H -1.588 -1.775 2.052 -0.08 -0.13 0.06
H -2.113 -2.751 3.453 0.37 0.07 0.12
H -1.274 -1.142 3.683 0.22 -0.40 0.04
H -3.647 -0.698 4.104 0.42 0.71 -0.10
H -4.172 -1.629 2.781 0.29 -0.37 0.03
H -4.434 3.632 0.642 0.32 -0.27 0.07
H -5.894 2.657 0.623 0.11 -0.64 1.36
H -4.978 2.553 -0.679 0.97 0.13 -0.21
C 4.903 -0.181 4.525 1.10 -0.44 0.70
C 3.566 0.243 5.058 -1.23 -0.02 0.08
O 2.567 -0.018 4.072 3.54 -2.93 -0.46
C 1.598 0.751 3.933 -1.96 3.97 3.88
O 1.202 1.578 4.771 0.38 -0.95 -1.35
O 1.121 0.553 2.779 -3.00 -0.78 -4.39
C 0.013 1.376 2.397 0.09 2.56 1.25
H 5.119 -0.143 3.457 -0.71 0.41 -0.04
H 5.134 -1.206 4.816 -0.09 -0.06 0.05
H 5.658 0.440 5.007 0.14 -0.01 0.03
H 3.460 1.298 5.311 0.35 -0.04 0.12
H 3.172 -0.360 5.875 0.87 0.19 0.57
H -0.643 1.613 3.235 -0.41 -1.15 0.12
H -0.549 1.199 1.480 0.61 -1.00 0.17
H 0.417 2.387 2.363 0.30 0.22 -0.81
F 2.321 3.139 -6.370 -0.02 -1.04 0.56
C 2.640 2.091 -5.618 -1.36 2.05 -1.37
C 1.698 1.103 -5.383 -0.07 -2.28 0.14
C 2.193 -0.048 -4.768 -1.56 1.18 -1.39
C 3.438 -0.023 -4.135 0.04 -0.19 0.85
C 4.261 1.126 -4.177 -0.30 0.55 -1.06
C 3.889 2.116 -5.070 3.02 -0.46 2.64
H 0.707 1.183 -5.806 0.04 -0.09 -0.04
H 1.650 -0.981 -4.789 -0.33 0.14 0.26
H 3.612 -0.896 -3.524 0.67 0.02 0.11
H 5.141 1.228 -3.559 0.12 -0.12 -0.11
H 4.546 2.971 -5.135 -0.22 0.22 -0.45
F -1.663 -0.205 -2.773 0.18 -0.45 0.13
C -2.494 0.720 -3.260 -1.85 0.65 -0.10
C -3.783 0.915 -2.712 0.98 -0.39 0.75
C -4.583 1.912 -3.203 0.26 0.02 -1.05
C -4.115 2.614 -4.299 -1.39 2.21 -0.24
C -2.890 2.470 -4.863 -0.73 -1.22 -0.39
C -2.135 1.436 -4.381 1.60 -0.50 -0.40
H -4.203 0.356 -1.888 0.58 -0.41 0.17
H -5.581 2.075 -2.824 0.01 -0.02 0.03
H -4.692 3.376 -4.802 -0.68 0.05 0.37
H -2.733 2.918 -5.834 0.50 0.23 0.16
H -1.310 1.143 -5.013 0.53 -0.24 0.49
F 7.972 1.335 -0.512 -0.79 0.35 0.71
C 6.822 1.543 0.225 0.39 -1.88 -1.75
C 5.707 0.817 -0.175 -1.92 -0.50 0.42
C 4.461 0.960 0.488 1.94 1.22 0.62
C 4.466 1.887 1.541 -0.22 0.23 -0.54
C 5.601 2.620 1.895 -1.18 -1.07 0.21
C 6.826 2.375 1.289 -0.11 1.82 0.26
H 5.677 0.064 -0.950 0.82 0.09 -0.30
H 3.574 0.411 0.207 0.07 -0.08 -0.03
H 3.569 2.179 2.066 -0.29 -0.38 -0.01
H 5.353 3.293 2.702 1.00 0.41 0.05
H 7.686 3.008 1.453 0.19 -0.20 0.34
F -2.608 -2.756 -0.652 -0.81 -0.48 0.83
C -3.253 -3.765 0.045 -0.83 -0.15 0.48
C -2.858 -5.058 -0.243 0.97 1.76 -1.07
C -3.511 -6.084 0.324 -1.79 -1.29 1.64
C -4.551 -5.839 1.269 -0.17 -0.46 0.53
C -4.971 -4.579 1.617 1.58 1.85 -2.03
C -4.317 -3.531 0.916 0.66 0.82 -0.77
H -2.079 -5.103 -0.990 0.15 -0.65 -0.01
H -3.290 -7.107 0.059 0.12 -0.04 0.07
H -5.100 -6.592 1.815 0.37 -0.80 -0.43
H -5.774 -4.255 2.262 -0.08 -0.68 0.19
H -4.642 -2.501 0.927 -0.22 0.12 0.46
```
Positions in Å, forces in eV/Å.

The spin multiplicity is 2. The HOMO energy (alpha / beta) comes out at -10.972 / -10.972 eV. The calculation puts the gap between HOMO and LUMO (alpha / beta) at 6.8 / 2.5 eV. The total charge is +1. The LUMO energy (alpha / beta) is -4.2 / -8.5 eV.

=====

(2)
Formula: C33H38ClCrNO2PS6Si
Source: the OMol25 dataset
Level of theory: ωB97M-V/def2-TZVPD

Geometry as XYZ:
```
84
Properties=species:S:1:pos:R:3:forces:R:3
Cr 0.105 -0.024 -0.287 0.22 -0.10 -0.05
C 2.453 -3.276 0.399 0.04 0.01 0.02
C 3.176 -2.729 1.648 -0.01 -0.02 0.02
S 2.684 -1.140 2.371 0.00 0.03 -0.03
C 1.712 -1.643 3.819 0.01 -0.02 0.00
C 0.344 -0.963 3.911 0.06 0.01 0.00
S -0.672 -0.887 2.422 -0.11 -0.03 -0.04
C -1.127 -2.616 2.162 0.01 0.00 0.02
C -0.051 -3.537 1.589 -0.03 0.11 0.03
S 0.724 -2.868 0.096 0.09 0.09 -0.03
H 2.953 -2.927 -0.503 -0.02 0.05 0.01
H 2.541 -4.365 0.410 0.02 0.00 -0.04
H 3.156 -3.463 2.453 -0.03 0.01 0.01
H 4.226 -2.603 1.382 0.01 -0.05 0.01
H 1.606 -2.725 3.819 0.00 0.01 -0.01
H 2.279 -1.381 4.714 -0.02 -0.03 0.02
H -0.245 -1.445 4.695 -0.01 0.03 0.02
H 0.462 0.081 4.208 0.00 0.00 -0.02
H -1.484 -3.014 3.114 0.00 -0.01 0.00
H -1.977 -2.586 1.484 -0.01 -0.03 0.01
H 0.738 -3.719 2.316 0.00 -0.02 -0.02
H -0.509 -4.497 1.349 -0.02 0.00 -0.01
C -2.750 5.945 -0.362 -0.03 -0.01 0.00
Si -1.301 5.182 -1.269 0.06 0.01 -0.05
C 0.012 6.474 -1.590 0.01 0.01 -0.01
C -1.885 4.448 -2.878 -0.01 -0.02 -0.01
C -0.506 3.925 -0.093 0.05 0.00 0.04
C -0.055 4.383 1.137 -0.01 0.02 0.01
C 0.597 3.558 2.057 0.05 0.00 -0.01
C 0.787 2.242 1.722 0.10 0.04 -0.08
N 0.358 1.776 0.546 -0.38 -0.09 0.23
C -0.264 2.566 -0.348 0.11 0.07 -0.12
S -0.686 1.626 -1.744 0.14 -0.06 -0.01
H -3.190 6.744 -0.964 0.00 0.00 0.01
H -2.460 6.377 0.598 0.01 -0.01 0.00
H -3.531 5.204 -0.177 0.00 0.00 0.00
H -0.369 7.260 -2.247 0.00 0.00 0.01
H 0.882 6.020 -2.071 -0.01 -0.01 0.01
H 0.351 6.947 -0.666 0.00 0.00 0.00
H -2.323 5.247 -3.483 0.00 0.00 0.01
H -2.646 3.681 -2.725 -0.01 0.01 -0.01
H -1.066 4.001 -3.445 0.00 0.01 0.01
H -0.204 5.426 1.400 0.00 0.00 -0.01
H 0.962 3.943 2.998 -0.02 -0.01 0.00
H 1.305 1.535 2.357 -0.01 0.00 0.01
S 2.785 2.973 -2.157 -0.04 0.04 -0.03
P 2.788 1.039 -2.424 0.02 -0.05 0.04
S 2.417 -0.136 -0.758 0.01 0.13 -0.28
C 4.410 0.443 -3.018 0.07 0.02 0.04
C 5.134 1.277 -3.867 0.01 0.01 0.04
C 6.341 0.853 -4.400 0.01 -0.01 0.00
C 6.842 -0.401 -4.081 0.00 0.01 -0.01
C 6.130 -1.232 -3.229 -0.01 -0.01 0.00
C 4.916 -0.813 -2.702 -0.02 -0.03 -0.04
C 1.682 0.484 -3.769 -0.03 0.03 0.00
C 1.098 -0.778 -3.782 0.03 -0.06 0.03
C 0.269 -1.155 -4.829 0.01 0.02 -0.01
C 0.035 -0.280 -5.880 0.01 0.00 0.00
C 0.632 0.973 -5.879 -0.01 -0.01 -0.01
C 1.450 1.357 -4.827 -0.06 0.05 0.04
H 4.754 2.266 -4.089 -0.01 0.00 0.00
H 6.896 1.509 -5.059 0.00 0.00 0.00
H 7.789 -0.729 -4.492 0.00 0.00 0.00
H 6.519 -2.209 -2.972 0.00 0.00 0.00
H 4.361 -1.465 -2.040 0.00 0.00 0.00
H 1.280 -1.471 -2.969 0.00 0.03 0.02
H -0.200 -2.131 -4.815 0.01 0.00 -0.01
H -0.613 -0.573 -6.696 0.00 0.00 0.01
H 0.449 1.662 -6.695 0.00 0.00 0.00
H 1.881 2.350 -4.800 0.01 -0.01 0.00
Cl -6.501 3.463 0.783 0.01 0.01 -0.01
C -5.422 2.135 0.470 0.00 0.00 -0.01
C -5.909 0.992 -0.146 0.00 0.00 0.00
C -5.044 -0.063 -0.382 0.00 0.00 0.00
C -3.700 0.029 -0.035 -0.04 -0.04 0.02
C -3.236 1.185 0.579 0.01 -0.01 0.03
C -4.094 2.240 0.846 0.02 -0.01 -0.01
C -2.812 -1.149 -0.326 -0.03 0.19 -0.19
O -3.275 -2.268 -0.427 -0.01 -0.03 0.00
O -1.538 -0.896 -0.467 -0.18 -0.26 0.37
H -6.950 0.934 -0.429 0.00 0.00 0.00
H -5.399 -0.973 -0.845 0.00 0.00 0.01
H -2.201 1.266 0.879 -0.01 -0.02 0.01
H -3.737 3.134 1.339 0.00 0.00 0.00
```
Positions in Å, forces in eV/Å.

The spin multiplicity is 4. The HOMO energy (alpha / beta) comes out at -7.852 / -7.937 eV. The calculation puts the gap between HOMO and LUMO (alpha / beta) at 7.3 / 7.8 eV. The value obtained for the relative energy (zero: lowest compared OMol25 entry of this formula, charge and spin) is 8.5 kcal per mole. The LUMO energy (alpha / beta) is -0.5 / -0.1 eV.

=====

(3)
Formula: C33H38ClO8PSTi
Source: the OMol25 dataset
Level of theory: ωB97M-V/def2-TZVPD

Geometry as XYZ:
```
83
Properties=species:S:1:pos:R:3:forces:R:3
Ti -12.682 -8.165 8.173 -4.46 -0.89 -5.39
C -11.173 -4.834 14.066 0.47 -0.19 0.55
C -10.802 -6.221 14.607 0.41 -0.78 -0.11
C -9.445 -6.548 14.897 -1.40 0.01 1.16
C -8.374 -5.569 14.552 0.34 0.37 -0.99
C -9.121 -7.733 15.597 -0.82 -0.13 -0.63
C -7.695 -7.850 16.128 -0.08 0.30 -0.40
C -10.130 -8.724 15.771 -0.27 0.97 0.21
C -9.703 -10.106 16.181 1.19 0.03 -0.06
C -11.498 -8.409 15.507 0.77 0.58 -0.36
C -12.642 -9.316 15.938 -0.09 0.17 -0.25
C -11.803 -7.196 14.845 0.14 -0.22 -0.07
C -13.211 -7.020 14.282 0.78 1.08 -0.58
H -10.348 -4.093 14.201 -0.72 -0.70 -0.34
H -12.027 -4.451 14.619 -0.07 0.02 0.19
H -11.520 -4.874 13.037 0.30 0.12 -0.31
H -8.253 -4.744 15.290 -0.18 -0.37 -0.61
H -8.623 -5.187 13.518 0.56 0.04 1.21
H -7.412 -6.094 14.484 -0.21 0.38 -0.10
H -6.971 -7.922 15.313 0.01 -0.51 -0.06
H -7.494 -8.633 16.867 -0.31 0.12 -0.25
H -7.425 -6.877 16.551 -0.14 -0.24 0.38
H -8.809 -10.406 15.584 -0.49 0.28 0.46
H -10.441 -10.839 15.948 -0.69 -0.50 -0.05
H -9.425 -10.218 17.235 -0.10 0.10 -0.07
H -13.538 -8.828 16.366 0.67 0.33 -0.30
H -12.295 -9.976 16.700 0.25 -0.58 0.58
H -13.034 -9.940 15.141 0.05 -0.13 -0.35
H -13.179 -6.228 13.498 -0.22 -0.71 0.46
H -13.910 -6.677 15.021 -0.45 0.21 0.55
H -13.641 -7.915 13.835 0.27 -0.07 0.01
O -11.929 -4.726 6.819 1.18 -1.00 1.85
Cl -11.477 -5.506 7.954 0.62 0.81 -0.62
O -10.206 -5.130 8.550 -1.85 -0.16 -1.10
O -12.527 -5.618 8.959 0.49 -0.53 -0.36
O -11.278 -6.963 7.443 -0.13 0.78 0.32
O -14.549 -7.996 8.780 2.11 -0.01 0.84
S -15.348 -8.242 10.108 -2.11 -1.96 -1.32
O -15.001 -7.506 11.292 1.45 1.44 1.39
O -13.133 -9.018 6.772 2.12 1.77 3.97
C -16.874 -7.402 9.600 0.35 0.39 -1.67
C -17.978 -7.722 10.347 -0.38 0.23 0.72
C -19.227 -7.196 10.049 0.36 0.38 -0.66
C -19.374 -6.202 9.087 2.03 -0.54 0.81
C -18.182 -5.716 8.516 -1.02 0.12 -0.69
C -16.995 -6.452 8.551 0.02 0.70 1.05
P -15.740 -6.011 7.258 1.06 -0.20 0.23
C -15.798 -4.183 7.107 -0.96 -0.10 0.82
C -15.209 -3.400 8.113 -0.24 0.46 0.00
C -15.267 -1.990 8.025 1.12 -1.15 1.09
C -16.028 -1.382 7.059 -0.51 1.20 0.14
C -16.638 -2.176 6.105 -0.73 -0.29 -0.38
C -16.546 -3.568 6.099 0.49 0.71 0.01
C -16.656 -6.451 5.767 -0.03 -0.12 -0.77
C -17.847 -7.191 5.746 0.28 0.33 -0.73
C -18.546 -7.352 4.550 0.20 -0.21 0.69
C -17.974 -6.947 3.366 -0.41 -0.33 -0.74
C -16.710 -6.363 3.333 -0.04 0.44 1.94
C -16.071 -6.010 4.550 -1.83 -1.84 -0.59
H -17.843 -8.288 11.255 -0.07 -0.49 0.00
H -20.097 -7.470 10.588 -0.58 -0.53 0.55
H -20.361 -5.874 8.892 -0.55 0.89 -0.28
H -18.170 -4.755 7.986 -0.25 -0.63 -0.27
H -14.828 -3.860 9.050 0.19 0.23 -1.00
H -14.626 -1.437 8.729 -0.80 -0.03 -0.16
H -16.274 -0.286 7.140 0.64 -1.23 -0.43
H -17.287 -1.707 5.385 -0.10 0.13 -0.26
H -17.037 -4.168 5.318 0.18 0.68 0.60
H -18.244 -7.675 6.614 -0.08 0.20 0.54
H -19.524 -7.834 4.564 0.31 0.06 -0.07
H -18.567 -7.177 2.473 0.61 0.32 0.04
H -16.240 -6.137 2.415 0.36 0.32 -0.92
H -15.155 -5.462 4.556 0.50 0.17 -0.04
C -11.940 -11.512 9.106 -1.53 -0.77 -1.27
O -11.698 -10.511 10.093 1.32 3.20 -0.45
C -11.562 -9.273 9.606 1.57 -2.27 2.23
C -10.526 -8.447 10.361 -1.43 0.28 0.29
H -11.498 -12.434 9.515 -0.14 0.47 -0.38
H -11.480 -11.151 8.169 -0.19 -0.75 0.41
H -13.042 -11.650 8.916 1.05 0.15 0.37
H -9.474 -8.639 10.054 -0.78 -0.09 -0.14
H -10.769 -7.374 10.263 0.38 -0.34 -0.31
H -10.626 -8.637 11.428 0.21 -0.38 0.27
```
Positions in Å, forces in eV/Å.

The spin multiplicity is 1. The HOMO energy comes out at -7.399 eV. The calculation puts the gap between HOMO and LUMO at 4.8 eV. The value obtained for the relative energy (zero: lowest compared OMol25 entry of this formula, charge and spin) is 54.4 kcal per mole. The LUMO energy is -2.6 eV.